(1)
Here is a molecular structure, C3H6BrP at a distorted geometry from the OMol25 dataset. Energies are from ωB97M-V/def2-TZVPD.

```
11
Properties=species:S:1:pos:R:3
C 1.2732 0.6642 -0.4180
C 0.7856 -0.6765 -0.7928
C -0.4424 -0.1754 -0.1392
P -0.9869 -0.4894 1.5465
Br -1.8189 1.5015 2.0659
H 1.5409 0.8836 0.5494
H 1.0628 1.4974 -0.9208
H 0.6435 -1.0851 -1.8569
H 1.1686 -1.5672 -0.1854
H -1.1175 0.4714 -0.8292
H -2.1087 -1.0245 0.9804
```

Output
Highest occupied orbital energy (eV): -8.791
Multiplicity: 1
Orbital gap (eV): 9.205
Calculated total energy (eV): -82537.1195
Lowest unoccupied orbital energy (eV): 0.4

Atomic partial charges in e from the natural (NBO) method, atoms 1 to 2:
1. C -0.333
2. C -0.463

***

(2)
Here is a molecular structure, C3H6Cl3P at a distorted geometry from the OMol25 dataset. Energies are from ωB97M-V/def2-TZVPD.

```
13
Properties=species:S:1:pos:R:3
C -0.5406 0.6921 -1.4833
C 0.1920 -0.9909 0.1021
C -0.3061 0.4038 -0.0578
P -1.6497 1.0416 1.0465
Cl 0.8746 1.6537 0.6633
Cl -1.2760 -0.0230 2.6933
Cl 3.5950 -0.9584 2.0229
H -1.6633 0.7520 -1.8359
H 0.0118 0.0235 -1.9836
H -0.1548 1.6777 -1.6499
H 0.9846 -1.2759 -0.4739
H -0.5060 -1.7477 -0.1777
H 0.4384 -1.2486 1.1341
```

Output
Highest occupied orbital energy (alpha / beta) (eV): -7.121 / -7.135
Multiplicity: 1
Orbital gap (alpha / beta) (eV): 2.922 / 2.942
Calculated total energy (eV): -50060.7470
Lowest unoccupied orbital energy (alpha / beta) (eV): -4.2 / -4.2

Atomic partial charges in e from the natural (NBO) method, atoms 1 to 2:
1. C -0.653
2. C -0.673